# 1
A cluster of 2 separate species, C2H11N4 in total, computed with ωB97M-V/def2-TZVPD.

## Properties
Kohn-Sham gap	10.4	eV
multiplicity	1
energy above the lowest of the compared OMol25 structures with the same formula, charge and spin	0.743	eV
net charge	+1

Last column: natural (NBO) charge in e.
CARTESIAN COORDINATES (ANGSTROEM)
N (1.607704, 0.222195, 0.563385)  -0.88
C (0.561976, -0.564035, 1.112741)  0.55
N (0.370121, -1.749182, 0.420678)  -0.86
N (-0.298748, -0.177241, 1.958596)  -0.73
H (1.865883, 0.978980, 1.188330)  0.40
H (2.449584, -0.319356, 0.389127)  0.40
H (1.190841, -2.137529, -0.021574)  0.39
H (-0.140184, -2.442480, 0.948450)  0.42
H (-0.040631, 0.704432, 2.387225)  0.35
C (-1.308307, 1.352390, -2.329748)  -0.41
N (-0.771688, 0.639435, -1.130197)  -0.69
H (-0.650483, 1.146291, -3.166307)  0.23
H (-2.294051, 0.969265, -2.546714)  0.24
H (-1.323098, 2.416341, -2.133063)  0.24
H (0.235685, 0.775304, -0.958387)  0.46
H (-0.884275, -0.380532, -1.204728)  0.45
H (-1.229080, 0.890343, -0.244529)  0.45

Force components x, y, z for each atom (eV/Å):
N 0.2 -0.2 0.5
C -0.1 0.2 -0.3
N 0.2 -0.1 -0.1
N 0.0 0.0 0.0
H -0.1 0.0 -0.1
H 0.0 0.1 -0.2
H 0.0 0.0 0.0
H -0.1 0.0 0.0
H -0.1 0.1 0.1
C 0.3 -0.1 0.1
N -0.2 -0.4 0.1
H 0.0 0.0 -0.1
H -0.2 0.1 0.0
H -0.1 0.1 0.0
H 0.0 0.1 0.0
H 0.0 0.1 0.0
H -0.1 0.0 -0.2


# 2
A cluster of 2 separate species, F2H4NPSi in total in a non-equilibrium geometry, computed with ωB97M-V/def2-TZVPD.

## Properties
Kohn-Sham gap	9.9	eV
multiplicity	1
SMILES	N=[SiH2].FPF
energy above the lowest of the compared OMol25 structures with the same formula, charge and spin	1.738	eV
net charge	0

Last column: natural (NBO) charge in e.
CARTESIAN COORDINATES (ANGSTROEM)
N (-1.025926, 1.562604, -1.204264)  -1.29
Si (-0.178641, 0.270419, -1.660583)  1.32
H (-2.002031, 1.707353, -1.421822)  0.38
H (-0.415335, -0.953124, -2.422979)  -0.20
H (1.203454, 0.311709, -1.196435)  -0.22
F (0.919623, -0.837618, 3.307784)  -0.58
P (1.177063, -0.718231, 1.715052)  1.29
F (-0.009381, -1.750742, 1.299576)  -0.59
H (0.331173, 0.407631, 1.583670)  -0.13

Force components x, y, z for each atom (eV/Å):
N 0.4 -0.9 -0.3
Si -0.3 1.2 0.6
H 0.0 -0.1 -0.1
H -0.3 -0.2 -0.2
H 0.3 -0.1 0.1
F 0.5 0.1 -0.6
P -1.3 -0.6 1.0
F 0.7 0.3 -0.2
H 0.1 0.3 -0.2


- What is the energy above the lowest of the compared OMol25 structures with the same formula, charge and spin in the second record?
  1.738 eV